(1)
The following is a DFT calculation (ωB97M-V/def2-TZVPD) of a 3-piece molecular cluster, C34H64BF9N3O9S overall at a distorted geometry.

```
121
Properties=species:S:1:pos:R:3:mulliken_charge:R:1
C 5.022 -1.096 2.083 -0.863
C 5.427 0.054 1.122 -0.640
C 4.386 1.168 1.217 1.068
C 4.705 2.416 0.367 -1.423
C 3.448 2.774 -0.456 -0.542
C 3.418 1.902 -1.729 -0.732
C 2.005 1.499 -2.140 -1.697
C 1.361 0.506 -1.158 2.577
C 1.901 -0.892 -1.437 -0.843
C 1.090 -2.090 -0.849 -2.226
C -0.259 -1.741 -0.319 0.898
C -1.344 -1.495 -1.093 -0.958
B -1.475 -1.558 -2.664 0.600
N -0.586 -0.903 -3.590 -0.491
O -2.581 -2.251 -3.160 -0.638
N -2.347 -1.179 -0.193 1.022
C -3.653 -0.776 -0.703 -1.666
C -3.609 0.583 -1.417 -0.818
C -2.872 1.675 -0.613 0.842
C -3.780 2.161 0.508 -1.477
C -3.089 3.006 1.564 0.988
F -3.727 2.941 2.731 -0.363
F -1.863 2.418 1.779 -0.215
C -2.754 4.463 1.167 0.125
F -2.316 4.547 -0.078 -0.180
F -1.740 4.856 1.945 -0.319
S -4.141 5.740 1.407 1.475
F -4.037 5.583 2.958 -0.298
F -5.262 4.639 1.310 -0.318
F -4.229 5.959 -0.159 -0.295
F -3.046 6.878 1.456 -0.303
F -5.250 6.817 1.604 -0.298
C -1.937 -1.277 1.059 0.658
C -2.714 -1.060 2.309 -0.363
C -4.121 -1.699 2.342 -1.427
C -4.151 -3.146 1.823 -0.349
C -5.240 -3.356 0.793 0.295
O -6.363 -2.945 1.001 -0.520
O -4.911 -4.062 -0.341 -0.483
N -0.631 -1.613 0.995 0.646
C 0.394 -1.893 2.029 -0.307
C 0.255 -1.239 3.398 -1.238
C -0.051 0.241 3.400 0.501
O -0.925 0.697 4.118 -0.599
O 0.739 0.994 2.595 -0.360
H 5.193 -2.042 1.581 0.189
H 5.640 -1.016 2.967 0.398
H 3.970 -0.993 2.325 0.000
H 6.382 0.491 1.394 0.468
H 5.437 -0.331 0.106 0.243
H 4.235 1.464 2.252 0.526
H 3.443 0.735 0.882 -0.920
H 5.468 2.136 -0.351 0.486
H 5.004 3.256 0.981 0.454
H 3.455 3.816 -0.762 0.518
H 2.559 2.620 0.150 0.170
H 4.087 1.049 -1.650 0.373
H 3.810 2.534 -2.521 0.415
H 1.395 2.401 -2.174 0.399
H 1.974 1.091 -3.145 0.507
H 0.289 0.599 -1.302 -0.246
H 1.593 0.851 -0.154 -1.336
H 2.087 -1.026 -2.492 0.686
H 2.883 -0.942 -0.973 0.382
H 1.679 -2.503 -0.040 0.569
H 1.024 -2.882 -1.585 0.494
H -1.059 -0.793 -4.482 0.227
H 0.177 -1.545 -3.804 0.218
H -2.500 -3.190 -2.962 0.318
H -3.966 -1.500 -1.443 0.385
H -4.425 -0.753 0.045 0.622
H -4.646 0.894 -1.516 0.873
H -3.188 0.507 -2.414 -0.313
H -1.955 1.217 -0.257 -0.623
H -2.615 2.460 -1.314 0.770
H -4.146 1.293 1.050 0.357
H -4.651 2.650 0.083 0.473
H -2.203 -1.414 3.186 0.584
H -2.831 0.011 2.439 -0.508
H -4.879 -1.069 1.902 0.624
H -4.375 -1.734 3.393 0.856
H -3.183 -3.499 1.476 0.178
H -4.425 -3.798 2.646 0.525
H -5.016 -3.460 -1.086 0.352
H 0.486 -2.969 2.120 0.388
H 1.335 -1.561 1.615 -0.072
H 1.219 -1.371 3.886 0.662
H -0.447 -1.787 4.006 0.555
H 0.168 1.613 2.119 0.268
C -5.116 5.181 -5.991 -0.691
O -5.568 3.971 -5.398 -0.407
C -4.616 2.928 -5.449 -0.827
C -3.858 2.791 -4.144 0.182
O -3.068 3.930 -3.857 -0.433
C -3.689 4.836 -2.954 -0.357
H -5.756 5.985 -5.633 0.247
H -4.083 5.405 -5.720 0.298
H -5.201 5.119 -7.080 0.329
H -3.922 3.074 -6.282 0.374
H -5.167 1.999 -5.629 0.383
H -3.171 1.940 -4.229 0.131
H -4.552 2.587 -3.320 0.247
H -3.579 4.479 -1.933 -0.195
H -4.747 4.978 -3.179 0.402
H -3.183 5.795 -3.046 0.361
C 7.574 -6.423 4.387 -0.692
O 8.029 -6.985 3.168 -0.380
C 6.983 -7.309 2.270 -0.480
C 6.786 -6.241 1.214 -0.573
O 6.360 -5.006 1.773 -0.285
C 7.421 -4.082 1.959 -0.755
H 8.420 -5.926 4.860 0.252
H 6.781 -5.690 4.227 0.270
H 7.210 -7.212 5.053 0.323
H 6.050 -7.490 2.813 0.319
H 7.266 -8.241 1.770 0.375
H 6.000 -6.570 0.527 0.361
H 7.703 -6.103 0.633 0.358
H 7.666 -3.596 1.008 0.305
H 8.316 -4.559 2.362 0.461
H 7.083 -3.323 2.663 0.149
```

Output
molar mass	872.76	u
total energy	-95155.9750	eV
HOMO	-10.8	eV
LUMO	-0.097	Ha
charge	+1

=====

(2)
The following is a DFT calculation (ωB97M-V/def2-TZVPD) of C34H64Cl28F5NO7P2S as an isolated structure at a distorted geometry.

```
142
Properties=species:S:1:pos:R:3:mulliken_charge:R:1
O -4.271 7.228 2.335 -0.687
P -3.844 6.419 1.134 0.455
C -2.107 5.798 1.338 0.198
P -1.123 7.327 1.168 1.131
O -1.202 7.754 -0.274 -0.737
O 0.403 6.987 1.550 -0.364
O -1.721 8.520 2.065 -0.536
C -1.753 4.760 0.206 -0.919
C -2.563 3.579 0.742 0.310
O -3.077 2.631 0.152 -0.503
N -2.645 3.658 2.187 -0.347
C -2.185 4.966 2.660 -0.861
S -0.702 4.662 3.656 0.990
O 0.439 4.411 2.775 -0.416
O -1.011 3.528 4.544 -0.629
C -0.375 6.062 4.832 0.536
F 0.899 5.850 5.294 -0.225
F -0.402 7.283 4.226 -0.263
C -1.331 6.102 6.068 0.611
F -2.637 6.112 5.661 -0.200
F -1.045 7.254 6.761 -0.234
F -1.093 5.051 6.909 -0.198
H -3.860 7.181 -0.044 0.146
H -4.684 5.304 0.946 0.116
H 0.931 7.645 1.072 0.332
H -2.148 8.230 2.885 0.359
H -0.666 4.669 0.300 0.195
H -2.095 5.274 -0.691 0.562
H -2.082 2.861 2.483 0.495
H -2.995 5.356 3.288 0.629
Cl -2.570 2.666 -5.677 -0.230
C -1.629 2.268 -4.217 -0.176
C -2.465 2.340 -2.958 0.166
Cl -2.969 4.004 -2.549 -0.169
H -0.772 2.940 -4.169 0.045
H -1.251 1.255 -4.341 0.358
H -1.877 1.974 -2.117 0.085
H -3.372 1.749 -3.024 0.012
Cl 3.531 -0.284 0.686 -0.193
C 3.625 1.497 0.582 -0.039
C 2.411 2.196 1.131 -0.467
Cl 0.965 1.922 0.122 -0.113
H 3.792 1.741 -0.464 -0.133
H 4.503 1.797 1.153 0.393
H 2.587 3.270 1.145 0.180
H 2.177 1.872 2.143 0.359
Cl 4.923 1.771 -2.907 -0.216
C 4.493 2.841 -4.271 0.243
C 3.409 3.815 -3.899 -0.656
Cl 1.827 3.006 -3.616 -0.038
H 4.207 2.212 -5.107 -0.231
H 5.393 3.391 -4.546 0.320
H 3.261 4.526 -4.708 0.390
H 3.664 4.364 -3.000 0.162
Cl 2.718 0.155 -5.786 -0.152
C 2.704 -0.050 -7.560 -0.789
C 4.099 0.042 -8.126 -0.176
Cl 4.758 1.703 -7.996 -0.225
H 2.043 0.701 -7.984 0.477
H 2.281 -1.030 -7.758 0.357
H 4.093 -0.210 -9.182 0.190
H 4.780 -0.623 -7.616 0.284
Cl 1.666 -0.608 -10.354 -0.103
C 1.643 -0.819 -12.124 -0.487
C 3.027 -0.744 -12.715 -0.541
Cl 3.720 0.893 -12.593 -0.170
H 0.987 -0.060 -12.542 0.338
H 1.212 -1.798 -12.325 0.309
H 2.987 -0.998 -13.773 0.355
H 3.707 -1.432 -12.218 0.318
Cl -8.458 1.123 -0.258 -0.192
C -7.205 -0.139 -0.129 -0.435
C -5.827 0.395 -0.422 -0.330
Cl -5.631 0.848 -2.134 -0.218
H -7.472 -0.946 -0.806 0.320
H -7.238 -0.517 0.892 0.317
H -5.084 -0.372 -0.210 0.299
H -5.599 1.270 0.181 0.210
Cl -4.544 -1.788 5.708 -0.197
C -2.977 -1.306 6.422 -0.517
C -1.969 -2.424 6.401 -0.397
Cl -2.396 -3.757 7.508 -0.148
H -3.166 -0.954 7.433 0.350
H -2.606 -0.472 5.829 0.281
H -1.001 -2.047 6.722 0.400
H -1.866 -2.842 5.408 0.259
Cl 2.656 -1.540 4.838 -0.177
C 2.944 -3.300 4.822 -0.458
C 1.801 -4.082 4.236 -0.577
Cl 0.355 -4.073 5.280 -0.193
H 3.159 -3.617 5.840 0.322
H 3.835 -3.458 4.216 0.353
H 2.095 -5.125 4.129 0.271
H 1.515 -3.699 3.259 0.350
Cl -1.740 -6.191 1.854 -0.186
C -3.004 -6.165 3.117 -0.457
C -2.444 -6.417 4.490 1.095
Cl -1.848 -8.087 4.684 -0.235
H -3.758 -6.902 2.852 0.364
H -3.460 -5.177 3.091 0.290
H -3.227 -6.258 5.229 -0.425
H -1.618 -5.748 4.713 -0.306
Cl 5.117 6.510 -3.690 -0.141
C 4.673 7.964 -2.775 -0.464
C 4.720 7.697 -1.296 -0.532
Cl 3.445 6.563 -0.793 -0.115
H 3.686 8.281 -3.100 0.312
H 5.387 8.745 -3.030 0.334
H 4.564 8.625 -0.749 0.321
H 5.677 7.276 -1.000 0.306
Cl 1.515 -10.175 8.043 -0.189
C 1.302 -9.867 6.300 -0.186
C 2.486 -9.158 5.695 -0.442
Cl 2.641 -7.479 6.281 -0.174
H 0.391 -9.292 6.169 0.072
H 1.173 -10.836 5.821 0.310
H 2.363 -9.106 4.614 0.271
H 3.416 -9.676 5.915 0.352
Cl 4.116 -3.054 -7.726 -0.186
C 4.198 -3.719 -6.070 -0.413
C 3.493 -5.042 -5.943 -0.297
Cl 1.729 -4.881 -6.126 -0.194
H 3.773 -2.976 -5.399 0.183
H 5.253 -3.839 -5.829 0.391
H 3.674 -5.456 -4.950 0.151
H 3.841 -5.757 -6.684 0.377
Cl -7.995 -6.843 7.802 -0.185
C -7.595 -5.113 7.646 -0.493
C -6.820 -4.818 6.390 -0.320
Cl -5.177 -5.507 6.436 -0.197
H -7.040 -4.816 8.532 0.319
H -8.538 -4.569 7.628 0.326
H -6.705 -3.741 6.274 0.152
H -7.323 -5.210 5.510 0.326
Cl 4.196 -5.658 -1.852 -0.199
C 2.624 -4.815 -1.801 -0.400
C 1.461 -5.771 -1.885 -0.385
Cl 1.357 -6.543 -3.488 -0.161
H 2.603 -4.097 -2.618 0.229
H 2.585 -4.269 -0.860 0.331
H 0.532 -5.224 -1.731 0.265
H 1.529 -6.555 -1.135 0.329
```

Output
molar mass	1780.58	u
total energy	-445751.7568	eV
HOMO	-10.3	eV
LUMO	-0.001	Ha